Density functional theory data (ωB97M-V/def2-TZVPD) for a cluster of 2 separate species, C4H10O2S in total at a distorted geometry.

Results
SMILES string: O=CCCCS.O
HOMO level, eV: -9.42
ΔE to the lowest compared entry with this formula, charge and spin, kcal per mole: 57.1

Element x y z (Å)
O (2.48592, 0.29778, -3.44910)
C (1.64520, 0.12187, -2.55770)
C (1.74247, 0.13856, -1.05309)
C (0.41100, -0.19804, -0.31664)
C (-0.05193, -1.63788, -0.80019)
S (-1.68746, -2.20364, -0.23279)
H (0.72876, -0.14876, -2.98076)
H (2.36597, 1.08089, -0.74427)
H (2.53339, -0.65951, -0.60391)
H (0.58734, -0.08694, 0.81658)
H (-0.45521, 0.46101, -0.67825)
H (0.90149, -2.27514, -0.75679)
H (-0.17190, -1.59723, -1.91518)
H (-1.57673, -2.33339, 1.14664)
H (-3.75206, 2.96131, 5.21769)
H (-2.83206, 3.37316, 4.07335)
O (-2.87419, 2.70596, 4.83442)

Density functional theory data (ωB97M-V/def2-TZVPD) for an isolated molecule of C5H4O2.

Results
HOMO level (spin up / spin down), eV: -8.82 / -8.82
ΔE to the lowest compared entry with this formula, charge and spin, kcal per mole: 85.6

Element x y z (Å)
O (0.71359, -1.81193, 1.38808)
C (0.28906, -0.86935, 0.77682)
C (0.62945, 0.60888, 0.93937)
C (-0.10052, 1.41937, -0.08921)
C (-0.54395, 0.42891, -1.10291)
C (-0.72024, -0.91889, -0.41353)
O (-1.51755, -1.78501, -0.63940)
H (0.48231, 1.01988, 1.94732)
H (1.68912, 0.78677, 0.67937)
H (0.40138, 0.36530, -1.68932)
H (-1.32265, 0.75607, -1.79659)

Density functional theory data (ωB97M-V/def2-TZVPD) for a structure of composition C34H47N5V.

Results
Multiplicity: 4
<S²>: 3.766
HOMO level (spin up / spin down), eV: -6.90 / -7.94
ΔE to the lowest compared entry with this formula, charge and spin, kcal per mole: 0.0

Element x y z (Å)
V (-0.28413, 0.47015, 0.49069)
C (1.90813, -1.55756, 4.25312)
N (0.63232, -0.87779, 4.06056)
C (-0.47949, -1.66154, 3.57997)
C (-0.32661, -2.30401, 2.22440)
N (-0.22597, -1.71563, 1.04351)
C (-0.06749, -2.75620, 0.13227)
C (0.13185, -2.72393, -1.24255)
C (0.28790, -3.92425, -1.90840)
C (0.25208, -5.14462, -1.22266)
C (0.05781, -5.19420, 0.14552)
C (-0.10311, -3.97912, 0.79949)
N (-0.29974, -3.64898, 2.11670)
C (2.69774, -1.67540, 2.98100)
N (2.63397, -2.70063, 2.17902)
C (3.33403, -2.32260, 1.04213)
C (3.54106, -3.01570, -0.14918)
C (4.24872, -2.37661, -1.14994)
C (4.74605, -1.07620, -0.97675)
C (4.55499, -0.37746, 0.20041)
C (3.84106, -1.02597, 1.20249)
N (3.44482, -0.64908, 2.46912)
H (2.47049, -1.00869, 5.01053)
H (1.75319, -2.56516, 4.63833)
H (0.73424, -0.07272, 3.45644)
H (-0.70703, -2.45091, 4.30003)
H (-1.35230, -1.01252, 3.54222)
H (0.17849, -1.77800, -1.75812)
H (0.45056, -3.92580, -2.97969)
H (0.38214, -6.06583, -1.77617)
H (0.03631, -6.13697, 0.67833)
H (-0.33460, -4.27479, 2.89995)
H (3.13805, -4.01457, -0.27611)
H (4.42084, -2.88082, -2.09297)
H (5.29045, -0.60851, -1.78817)
H (4.93857, 0.62859, 0.32424)
H (3.53352, 0.26236, 2.87958)
C (-1.89964, 2.09464, 0.21037)
C (-0.89104, 2.40452, -0.73575)
C (-0.84937, 1.30367, -1.65875)
C (-1.86253, 0.38863, -1.24909)
C (-2.50689, 0.85202, -0.08332)
C (-3.73646, 0.26217, 0.57207)
C (-3.75132, 0.57896, 2.06874)
C (-3.78733, -1.25510, 0.38053)
C (-4.97767, 0.89148, -0.07626)
C (-0.00624, 1.03312, -2.91840)
C (0.09878, 2.23421, -3.87031)
C (1.41691, 0.58033, -2.55139)
C (-0.67326, -0.05951, -3.77564)
C (-0.26264, 3.80970, -0.75194)
C (-0.54903, 4.56567, 0.56074)
C (-0.95870, 4.66288, -1.83157)
C (1.25610, 3.82615, -0.96796)
H (-2.12821, 2.68790, 1.08119)
H (-2.08549, -0.55202, -1.72833)
H (-2.84960, 0.20748, 2.55718)
H (-4.61835, 0.11963, 2.55195)
H (-3.80076, 1.65581, 2.24820)
H (-2.90654, -1.73569, 0.81238)
H (-3.83278, -1.52417, -0.67787)
H (-4.67793, -1.66700, 0.86361)
H (-4.97949, 1.97454, 0.06836)
H (-5.89367, 0.48187, 0.36317)
H (-4.99329, 0.69483, -1.15098)
H (0.64843, 3.06855, -3.44848)
H (-0.89206, 2.58590, -4.16865)
H (0.63031, 1.92560, -4.77396)
H (1.99846, 1.39323, -2.11563)
H (1.94690, 0.22795, -3.44362)
H (1.41965, -0.23888, -1.82787)
H (-1.70172, 0.21381, -4.02018)
H (-0.69718, -1.04066, -3.30201)
H (-0.11810, -0.16649, -4.70993)
H (-1.62140, 4.71029, 0.70361)
H (-0.09543, 5.55736, 0.49564)
H (-0.14997, 4.07019, 1.44409)
H (-2.02491, 4.74506, -1.60442)
H (-0.86700, 4.25966, -2.83622)
H (-0.53640, 5.67309, -1.83020)
H (1.76518, 3.13540, -0.29629)
H (1.64191, 4.83084, -0.77478)
H (1.53859, 3.56862, -1.98582)
C (0.92699, 1.56027, 2.02367)
H (1.18122, 2.49055, 1.51696)
H (1.89854, 1.20175, 2.39832)
H (0.35557, 1.85284, 2.91553)